{"formula": "C5H8N2", "method": "the ωB97M-V functional and the def2-TZVPD basis", "elements": ["C", "C", "C", "C", "C", "N", "N", "H", "H", "H", "H", "H", "H", "H", "H"], "xyz": [[1.252, 1.921, -1.323], [-0.042, -0.606, 0.868], [1.428, -0.413, 1.262], [-1.599, -0.254, -1.106], [-0.263, -0.432, -0.584], [1.896, 2.855, -1.514], [-0.891, -0.592, 1.855], [2.072, -1.204, 1.042], [1.628, 0.590, 0.637], [1.777, -0.084, 2.206], [-2.278, -0.216, -0.247], [-1.898, -1.124, -1.640], [-1.671, 0.579, -1.737], [0.474, -0.570, -1.319], [-1.884, -0.448, 1.599]], "forces_ev_per_a": [[-1.43, -1.76, 0.58], [1.21, 1.17, 2.53], [-0.59, 3.23, -2.41], [-0.66, -0.56, 2.24], [-0.83, 0.82, 0.56], [0.57, 0.79, -0.19], [0.00, 0.05, -1.77], [0.99, -1.22, -1.20], [0.35, -2.48, 0.89], [-1.06, 0.02, 1.57], [-0.23, 0.49, -0.49], [-0.10, -0.94, -0.88], [-0.17, 1.21, -0.91], [1.40, -0.44, -0.32], [0.53, -0.36, -0.20]], "nbo_charge": [0.01, 0.15, -0.68, -0.72, 0.18, -0.53, -0.47, 0.23, 0.26, 0.25, 0.21, 0.26, 0.29, 0.23, 0.33], "total_charge": 0, "relative_energy_kj_mol": 572.9, "e_homo_ev": [-10.5, -9.4], "orbital_gap_ha": [0.2855, 0.2161], "mol_weight_g_mol": 96.13}

{"formula": "C3H6N2O", "method": "the ωB97M-V functional and the def2-TZVPD basis", "elements": ["N", "C", "O", "N", "C", "C", "H", "H", "H", "H", "H", "H"], "xyz": [[-1.689, -0.798, -0.878], [-1.181, -0.345, 0.330], [-1.813, -0.349, 1.370], [0.087, 0.146, 0.230], [1.163, 0.663, 0.969], [1.219, 0.488, -0.541], [-1.037, -1.157, -1.559], [-2.535, -1.337, -0.769], [1.068, 1.668, 1.380], [1.727, -0.036, 1.587], [1.159, 1.375, -1.173], [1.834, -0.318, -0.947]], "forces_ev_per_a": [[-0.06, -0.08, 0.07], [0.09, 0.05, 0.06], [0.17, -0.01, -0.30], [-0.25, -0.14, 0.09], [0.08, 0.06, 0.25], [0.13, 0.01, -0.26], [-0.06, 0.10, 0.10], [0.09, 0.07, -0.01], [0.01, -0.14, -0.13], [-0.07, 0.12, -0.11], [-0.03, -0.12, 0.14], [-0.10, 0.09, 0.11]], "nbo_charge": [-0.84, 0.79, -0.64, -0.47, -0.19, -0.22, 0.38, 0.40, 0.20, 0.20, 0.20, 0.19], "total_charge": 0, "relative_energy_kj_mol": 150.0, "e_homo_ev": -9.5, "orbital_gap_ha": 0.3794, "mol_weight_g_mol": 86.09, "smiles": "NC(=O)N1CC1"}

{"formula": "C4H5O2P", "method": "the ωB97M-V functional and the def2-TZVPD basis", "elements": ["O", "C", "C", "C", "O", "P", "C", "H", "H", "H", "H", "H"], "xyz": [[-0.737, -2.038, 0.248], [-0.616, -0.959, -0.725], [0.014, 0.238, -0.182], [-0.144, 1.554, -0.344], [0.761, 2.393, 0.275], [1.908, 1.645, 1.122], [1.361, 0.084, 0.893], [-1.481, -1.798, 0.800], [-0.120, -1.581, -1.474], [-1.519, -0.751, -1.225], [-0.984, 2.047, -0.749], [1.557, -0.834, 1.363]], "forces_ev_per_a": [[-0.56, 0.99, -0.10], [0.46, -2.52, 0.17], [4.66, 0.13, 3.15], [0.35, -0.43, 0.77], [-1.32, 0.03, -1.21], [0.79, -1.17, 1.00], [-3.59, 1.99, -3.17], [-0.16, -0.14, 0.48], [1.01, 1.10, -0.35], [-1.62, 0.47, -0.20], [-0.52, 0.57, -0.77], [0.49, -1.00, 0.22]], "nbo_charge": [-0.71, -0.13, -0.09, 0.10, -0.73, 0.97, -0.72, 0.46, 0.21, 0.18, 0.20, 0.24], "total_charge": 0, "relative_energy_kj_mol": 120.1, "e_homo_ev": -9.2, "orbital_gap_ha": 0.3634, "mol_weight_g_mol": 116.06, "smiles": "OCc1copc1"}

{"formula": "C4H9NO2S", "method": "the ωB97M-V functional and the def2-TZVPD basis", "elements": ["O", "C", "N", "C", "C", "O", "C", "S", "H", "H", "H", "H", "H", "H", "H", "H", "H"], "xyz": [[-2.837, 0.903, -0.414], [-2.278, 0.144, -1.149], [-1.072, -0.592, -0.949], [-0.227, -0.135, 0.126], [0.958, 0.703, -0.525], [1.510, 1.682, 0.290], [0.521, -1.275, 0.995], [1.212, -0.503, 2.448], [-2.669, 0.040, -2.162], [-0.793, -1.361, -1.506], [-0.792, 0.442, 0.803], [0.744, 1.136, -1.491], [1.738, 0.106, -0.872], [0.915, 2.286, 0.715], [-0.288, -2.003, 1.350], [1.229, -1.885, 0.402], [2.131, 0.313, 1.941]], "forces_ev_per_a": [[0.55, 0.28, 1.09], [1.30, -1.43, -1.43], [-2.15, 1.95, 1.52], [3.58, -1.55, -0.98], [-2.13, 1.04, 0.22], [1.74, 0.15, 0.43], [-2.45, -0.10, -1.11], [0.06, -0.61, 1.19], [-0.08, -0.64, -0.37], [-0.06, -0.34, -0.77], [-0.69, 0.79, 0.63], [-1.37, 0.48, -0.33], [1.64, -1.68, 0.33], [-0.92, 0.12, -0.06], [1.15, 1.00, -0.16], [-0.22, 0.57, 0.24], [0.04, -0.02, -0.44]], "nbo_charge": [-0.57, 0.55, -0.66, -0.09, -0.07, -0.73, -0.55, -0.03, 0.11, 0.40, 0.23, 0.16, 0.17, 0.48, 0.24, 0.21, 0.15], "total_charge": 0, "relative_energy_kj_mol": 175.8, "e_homo_ev": -8.9, "orbital_gap_ha": 0.3533, "mol_weight_g_mol": 135.19, "smiles": "O=CN[C@H](CO)CS"}

E in Ha, matching the order above: -304.61727; -302.63596; -647.18294; -761.19646